A structure of composition C14H23ClI2N2O2PW at a distorted geometry, computed with ωB97M-V with the def2-TZVPD basis set.

## Properties
Kohn-Sham gap (alpha / beta), eV: 3.6524 / 2.3599
Spin multiplicity: 3
Energy relative to the best compared isomer or geometry (same formula, charge and spin), kcal/mol: 58.9
Total charge: +3

```
46
Properties=species:S:1:pos:R:3:forces:R:3:nbo_charge:R:1
I 5.373 1.091 -4.124 -0.2 -0.8 0.1 0.0684
I 4.533 -1.503 -3.958 0.2 0.7 0.0 -0.0435
W -0.499 0.118 -2.263 -2.7 0.8 0.3 1.0439
P -1.281 -0.118 -4.585 -0.3 -0.5 -2.1 1.0357
C -0.084 -0.106 -5.983 0.3 -0.1 0.4 -0.9473
C -2.323 -1.567 -4.816 -0.1 -0.1 0.2 -0.9509
H -3.072 1.447 -4.172 0.0 0.0 -0.3 0.2690
H -2.672 1.337 -5.922 0.2 -0.1 0.1 0.2954
H -1.628 2.263 -4.808 -0.1 -0.1 -0.1 0.2724
C -2.264 1.375 -4.905 -0.2 0.3 0.5 -0.9284
H -3.068 -1.590 -4.012 0.0 -0.1 -0.3 0.2673
H -2.819 -1.513 -5.795 0.1 -0.1 0.2 0.2936
H -0.606 -0.135 -6.954 0.0 -0.1 0.5 0.2931
H 0.585 -0.974 -5.899 -0.2 0.2 -0.2 0.2685
H -1.700 -2.469 -4.756 -0.2 0.1 -0.1 0.2710
H 0.537 0.802 -5.945 -0.3 -0.3 -0.1 0.2701
C 1.076 0.563 -3.323 5.6 2.6 -2.6 0.3834
O 2.009 0.864 -3.978 -4.1 -1.3 2.7 -0.2939
Cl -2.363 1.224 -1.578 1.1 0.0 -0.5 -0.1883
C 2.016 2.578 4.865 1.0 0.4 -0.5 -0.6102
C 0.702 1.872 5.057 -0.3 -0.3 0.7 -0.2524
N 0.554 0.650 4.262 -0.9 0.7 1.7 -0.0336
C 0.205 -0.565 4.999 0.7 -0.1 0.6 -0.2610
C -1.149 -1.156 4.665 -0.3 0.0 -0.2 -0.6175
C 0.415 0.849 2.911 0.3 1.1 -2.7 0.6057
O 0.461 2.001 2.462 -0.3 -1.8 0.9 -0.3733
C 0.279 -0.290 1.913 0.0 0.0 -0.4 -0.1689
C 0.701 -1.621 2.073 0.1 0.0 -0.4 -0.0505
C 0.544 -2.511 1.009 0.0 -0.3 -0.4 -0.2124
C 0.105 -2.058 -0.232 0.1 0.8 0.4 0.1165
N -0.175 -0.733 -0.431 0.2 -1.3 2.2 -0.5759
C -0.187 0.107 0.660 0.7 -0.6 -0.5 0.1220
H 2.836 1.880 5.038 0.1 0.1 0.1 0.2343
H 2.084 3.398 5.580 -0.1 -0.2 0.1 0.2796
H 2.101 3.009 3.870 0.1 0.0 0.0 0.2424
H 0.606 1.589 6.105 -0.1 0.0 -0.2 0.2488
H -0.113 2.546 4.780 -0.1 0.0 -0.1 0.2906
H 1.007 -1.300 4.835 0.0 0.1 0.1 0.2593
H 0.225 -0.291 6.064 0.2 -0.2 -0.5 0.2698
H -1.232 -1.430 3.614 -0.3 0.0 0.2 0.2084
H -1.244 -2.072 5.252 -0.1 0.1 0.0 0.2814
H -1.933 -0.448 4.952 0.0 -0.3 -0.1 0.2541
H 1.184 -1.971 2.985 -0.3 0.0 -0.3 0.2575
H 0.801 -3.570 1.108 -0.1 0.4 0.0 0.2902
H -0.022 -2.698 -1.106 0.2 0.0 0.3 0.2479
H -0.504 1.128 0.489 0.1 0.0 0.0 0.2675
```
Forces are in eV/Å.

---

A structure of composition C14H23F3GaO8 at a distorted geometry, computed with ωB97M-V with the def2-TZVPD basis set.

## Properties
Kohn-Sham gap, eV: 6.7385
Total charge: -1

```
49
Properties=species:S:1:pos:R:3:forces:R:3:nbo_charge:R:1
O -0.369 -0.017 1.509 -0.2 -0.6 0.6 -0.4866
O -0.056 0.998 0.596 0.8 0.8 -0.3 -0.3207
C -1.126 1.986 0.615 -0.8 -1.1 -0.3 -0.5310
Ga -2.728 1.218 -0.459 0.0 0.3 0.2 0.6554
C -4.387 1.379 0.837 1.1 -0.1 -1.0 0.6534
F -5.208 2.427 0.526 -0.5 0.2 0.2 -0.3883
F -5.187 0.273 0.832 -0.5 -0.1 0.2 -0.3862
F -4.062 1.564 2.152 -0.2 0.1 0.5 -0.3899
H -0.935 -0.636 1.013 0.0 0.3 -0.3 0.4765
H -1.365 2.186 1.662 0.1 0.4 0.0 0.1743
H -0.749 2.853 0.072 0.3 0.1 0.2 0.1669
H -2.950 2.128 -1.765 -0.2 0.0 0.1 -0.3245
H -2.529 -0.303 -0.839 -0.3 -0.1 0.4 -0.2979
O -0.608 0.026 -2.219 0.3 -0.1 -0.5 -0.5134
C -0.047 -0.877 -2.752 0.1 0.3 0.4 0.7854
O -0.519 -2.157 -2.755 -0.1 0.0 -0.3 -0.4820
C 0.426 -3.031 -3.371 0.0 -0.1 0.0 -0.0682
C 1.286 -2.140 -4.259 0.2 0.1 0.0 -0.4276
C 1.287 -0.829 -3.477 -0.1 -0.4 -0.4 -0.5266
H 1.010 -3.518 -2.585 0.0 0.0 0.0 0.1772
H -0.110 -3.793 -3.936 -0.1 0.0 0.1 0.1827
H 2.279 -2.548 -4.446 0.0 0.0 0.1 0.2074
H 0.796 -1.994 -5.223 0.0 0.0 0.0 0.2012
H 2.085 -0.796 -2.734 0.0 0.1 0.0 0.2331
H 1.341 0.042 -4.124 0.0 0.1 0.2 0.2348
O 4.013 5.907 -1.071 0.1 -0.1 0.1 -0.5882
C 3.361 5.170 -0.383 -0.2 0.2 -0.2 0.7921
O 3.542 3.833 -0.361 0.0 0.1 0.1 -0.4928
C 2.540 3.212 0.479 -0.2 -0.2 0.1 -0.0762
C 2.069 4.312 1.412 -0.1 0.2 0.1 -0.4310
C 2.218 5.553 0.536 0.1 -0.3 0.4 -0.5290
H 1.735 2.836 -0.153 0.0 0.0 0.0 0.2098
H 2.985 2.376 1.011 0.1 0.0 -0.2 0.1972
H 1.061 4.146 1.787 0.0 -0.1 -0.1 0.2422
H 2.741 4.387 2.270 0.0 0.0 0.0 0.1958
H 1.329 5.736 -0.069 0.0 0.1 0.0 0.2412
H 2.469 6.440 1.112 0.0 0.2 -0.2 0.2308
O -0.239 -2.897 0.053 -0.1 -0.1 0.0 -0.5490
C -0.484 -3.337 1.135 0.3 0.2 -0.2 0.7896
O -1.492 -2.862 1.907 0.0 -0.1 0.0 -0.4797
C -1.476 -3.497 3.191 0.0 0.0 0.2 -0.0693
C -0.727 -4.807 2.979 0.1 -0.1 0.0 -0.4281
C 0.260 -4.431 1.878 -0.4 -0.3 0.3 -0.5272
H -0.968 -2.837 3.897 0.0 0.0 0.0 0.1827
H -2.500 -3.648 3.526 0.0 0.1 -0.1 0.1973
H -0.260 -5.186 3.887 0.0 0.1 0.0 0.2133
H -1.415 -5.571 2.611 0.0 0.0 0.0 0.2050
H 1.183 -4.012 2.280 0.0 0.0 -0.1 0.2349
H 0.483 -5.263 1.215 0.2 0.1 -0.1 0.2328
```
Forces are in eV/Å.

---

A structure of composition C14H23MnO10 at a distorted geometry, computed with ωB97M-V with the def2-TZVPD basis set.

## Properties
Kohn-Sham gap (alpha / beta), eV: 5.5235 / 5.5797
Spin multiplicity: 6
Total charge: +1

```
48
Properties=species:S:1:pos:R:3:forces:R:3:nbo_charge:R:1
Mn -1.513 -26.081 -32.537 3.5 0.9 2.0 1.5568
C 1.033 -23.049 -32.023 -0.6 0.0 -0.2 -0.6624
C 1.008 -24.487 -32.601 0.4 0.2 0.0 -0.1010
O 0.461 -25.603 -31.858 -3.0 0.3 -1.4 -0.8066
H 1.785 -22.516 -32.606 0.1 0.0 -0.1 0.2251
H 1.329 -22.928 -30.981 0.1 -0.6 0.0 0.2431
H 0.131 -22.450 -32.152 -0.3 -0.3 0.0 0.2013
H 2.064 -24.626 -32.835 0.2 -1.0 0.4 0.2039
H 0.577 -24.529 -33.601 -0.3 0.6 -0.3 0.1288
C 3.398 -30.079 -35.372 -0.6 0.5 -0.7 -0.6417
C 4.290 -29.004 -34.674 -1.1 -1.0 -1.1 0.0612
C 3.721 -27.630 -34.798 -1.5 0.9 -1.1 -0.0994
O 3.340 -27.250 -33.451 -0.1 2.5 -2.3 -0.4791
C 3.614 -28.200 -32.615 -1.6 -0.5 5.5 0.9713
O 3.252 -28.147 -31.383 2.1 -0.8 -5.8 -0.6011
O 4.222 -29.179 -33.282 1.3 -1.9 1.9 -0.4718
H 2.507 -29.556 -35.719 -0.3 0.0 0.2 0.1946
H 3.018 -30.925 -34.799 0.6 0.2 0.5 0.2467
H 3.753 -30.489 -36.317 0.7 0.0 0.2 0.2309
H 5.271 -28.967 -35.147 0.4 -0.6 1.0 0.2061
H 2.825 -27.635 -35.418 -0.4 -0.1 0.4 0.1769
H 4.336 -26.970 -35.410 0.6 0.7 1.2 0.2065
C 0.409 -17.615 -35.354 0.7 -0.2 0.4 -0.6328
C -0.453 -18.819 -34.988 1.4 0.5 -0.4 0.0744
C 0.221 -20.155 -34.433 1.5 2.2 -5.2 -0.1007
O -0.504 -20.442 -33.356 -0.1 -3.0 2.3 -0.4749
C -1.269 -19.489 -32.964 -4.1 4.0 3.8 0.9799
O -1.902 -19.446 -31.863 2.7 -0.5 -4.9 -0.6057
O -1.284 -18.453 -33.925 -0.9 -1.7 2.7 -0.4792
H 1.079 -17.262 -34.570 -0.1 -0.3 0.4 0.2208
H -0.217 -16.751 -35.579 -0.1 -0.2 -0.3 0.2384
H 1.078 -17.859 -36.180 -0.3 0.1 -0.3 0.2197
H -1.050 -18.977 -35.886 -0.3 -0.6 0.2 0.1802
H 1.304 -20.098 -34.325 0.0 0.4 1.0 0.1971
H 0.141 -20.834 -35.282 -0.5 -0.8 0.5 0.1877
C -3.643 -22.981 -30.174 -3.2 0.5 -1.3 -0.6595
C -2.188 -23.059 -30.409 -0.5 2.3 1.5 0.0541
C -1.422 -22.095 -29.443 -1.1 1.6 -2.2 -0.0878
O -0.498 -22.894 -28.836 1.5 0.4 1.4 -0.4567
C -0.773 -24.144 -29.043 2.8 -3.7 1.9 0.9677
O -0.151 -25.078 -28.558 -1.7 1.8 -1.2 -0.5646
O -1.806 -24.251 -29.869 0.1 -3.7 -0.8 -0.5311
H -4.224 -23.736 -30.705 0.4 -0.6 -0.4 0.2032
H -4.158 -22.111 -30.581 0.6 0.6 -0.1 0.2448
H -4.108 -23.081 -29.193 1.2 0.1 0.6 0.2468
H -1.887 -22.968 -31.452 0.0 0.1 -0.1 0.1684
H -2.155 -21.696 -28.742 0.4 0.4 0.1 0.2006
H -0.850 -21.357 -30.005 -0.6 0.5 0.2 0.2192
```
Forces are in eV/Å.

---

A cluster of 2 separate species, C14H23N2 in total at a distorted geometry, computed with ωB97M-V with the def2-TZVPD basis set.

## Properties
Kohn-Sham gap, eV: 6.2129
Energy relative to the best compared isomer or geometry (same formula, charge and spin), kcal/mol: 81.1
Total charge: +1

```
39
Properties=species:S:1:pos:R:3:forces:R:3:nbo_charge:R:1
C -0.511 -1.253 1.421 -0.1 0.4 0.1 -0.4413
N -0.212 0.126 1.874 0.3 -1.0 0.1 -0.2950
C -1.078 1.177 1.327 0.1 0.4 0.1 -0.4045
N 1.090 0.567 1.807 0.6 0.6 -1.4 -0.2467
C 2.112 -0.112 1.453 -0.2 -0.4 0.5 -0.1393
H -1.311 -1.223 0.666 0.4 -0.1 0.2 0.2155
H 0.385 -1.741 1.016 -0.4 0.2 0.0 0.2210
H -0.872 -1.867 2.258 0.1 0.0 -0.2 0.1799
H -1.774 0.760 0.590 0.2 0.2 0.1 0.2034
H -1.651 1.648 2.124 -0.1 0.1 -0.2 0.1736
H -0.449 1.960 0.885 -0.3 -0.3 -0.1 0.2393
H 2.995 0.451 1.112 -0.3 -0.2 0.8 0.2080
H 2.201 -1.214 1.469 -0.2 0.5 -0.4 0.1579
C -2.877 0.712 3.993 -0.3 0.4 -0.5 -0.7436
C -1.625 0.053 4.397 -0.4 -0.6 1.2 0.2733
C -1.046 0.141 5.679 0.2 0.3 0.2 -0.2346
C -0.661 -1.048 6.396 0.7 0.0 -0.2 0.1463
C -1.124 -2.394 5.933 0.0 -0.4 0.1 -0.6547
C 0.053 -0.939 7.579 -0.4 -0.2 -0.3 -0.2560
C 0.371 0.306 8.136 -0.1 -0.1 -0.2 0.1527
C 1.182 0.397 9.386 0.0 0.2 0.1 -0.6556
C -0.120 1.458 7.515 -0.1 0.1 -0.2 -0.2511
C -0.835 1.407 6.329 -0.5 -0.1 0.4 0.1471
C -1.370 2.683 5.761 0.1 0.6 0.0 -0.6591
H -3.324 0.219 3.117 0.3 0.2 0.3 0.2557
H -3.619 0.706 4.812 0.5 0.0 -0.2 0.2720
H -2.716 1.769 3.731 -0.2 -0.2 0.0 0.2829
H -1.235 -0.692 3.718 -0.2 -0.3 0.3 0.2296
H -0.695 -3.165 6.582 -0.1 0.1 -0.3 0.2416
H -2.220 -2.484 5.998 0.3 0.1 0.0 0.2402
H -0.834 -2.604 4.896 0.0 0.0 0.1 0.2301
H 0.345 -1.853 8.100 -0.1 0.3 -0.1 0.2341
H 1.348 1.445 9.649 0.0 -0.2 0.1 0.2324
H 0.669 -0.098 10.219 0.1 0.0 -0.1 0.2507
H 2.155 -0.091 9.257 -0.2 0.0 0.0 0.2507
H 0.051 2.431 7.983 0.0 -0.3 -0.2 0.2315
H -1.034 3.530 6.375 -0.1 -0.3 -0.3 0.2432
H -1.017 2.849 4.734 -0.1 0.0 0.2 0.2340
H -2.469 2.698 5.763 0.3 0.0 0.0 0.2348
```
Forces are in eV/Å.